# 1
Here is 2 unconnected molecules or ions with the total composition C2ClF2OS in a non-equilibrium geometry from the OMol25 dataset. Energies are from the ωB97M-V functional and the def2-TZVPD basis.

## Properties
Calculated total energy (Ha): -1209.5878
Lowest unoccupied orbital energy (Eh): 0.114
HOMO level (eV): -2.756
Net charge: -1
Energy relative to the best compared isomer or geometry (same formula, charge and spin) (kcal per mole): 37.1
Gap between HOMO and LUMO (eV): 5.867

The geometry in XYZ format:
```
7
Properties=species:S:1:pos:R:3:forces:R:3:mulliken_charge:R:1
C -2.3285 1.3884 0.2919 -0.457 0.933 -0.234 0.614
C 1.3069 -1.0120 -0.0126 -1.373 -0.009 1.245 -0.245
O -2.5328 2.4383 -0.1699 0.224 -0.468 0.118 -0.387
F 2.3000 -1.7302 0.6486 0.472 0.012 -0.127 -0.203
F 1.7536 0.3064 0.1281 0.381 0.085 -0.179 -0.184
S -2.0970 0.0036 0.9284 0.304 -0.456 0.076 -0.273
Cl 1.5979 -1.3947 -1.8144 0.449 -0.097 -0.899 -0.323
```
Forces are in eV/Å.


# 2
Here is a molecular structure, C38H40N2P2Y from the OMol25 dataset. Energies are from the ωB97M-V functional and the def2-TZVPD basis.

## Properties
Calculated total energy (Ha): -2302.4835
Lowest unoccupied orbital energy (Eh): -0.086
HOMO level (eV): -9.798
Net charge: +1
Energy relative to the best compared isomer or geometry (same formula, charge and spin) (kcal per mole): 2.9
Gap between HOMO and LUMO (eV): 7.446

The geometry in XYZ format:
```
83
Properties=species:S:1:pos:R:3:forces:R:3:mulliken_charge:R:1
Y 0.0393 0.3764 -0.1685 -0.084 -0.922 -0.359 -0.504
C -0.9556 -0.7411 3.9941 -0.069 0.056 -0.111 -1.311
P 0.2340 -0.6594 2.6101 0.132 0.034 -0.001 1.656
C 1.6433 0.2060 3.3841 -0.034 -0.091 0.052 -1.692
C 0.7862 -2.4002 2.4549 -0.023 -0.019 0.010 -0.097
C 1.6283 -2.9592 3.4152 -0.017 0.013 -0.030 -0.816
C 2.0260 -4.2831 3.3286 0.012 -0.016 -0.003 -0.928
C 1.5829 -5.0688 2.2747 0.021 0.005 0.007 -0.776
C 0.7428 -4.5292 1.3142 0.024 0.006 -0.006 -0.749
C 0.3345 -3.1995 1.3912 -0.017 0.072 0.046 0.680
P -0.8203 -2.4896 0.1642 -0.012 0.033 -0.139 1.509
C -2.4546 -2.9084 0.8763 0.039 0.072 -0.003 -1.179
C -0.7903 -3.6111 -1.2752 0.006 -0.005 0.052 -1.667
H -0.5118 -1.2888 4.8246 -0.015 0.001 0.050 0.442
H -1.8757 -1.2367 3.6875 0.014 -0.011 0.017 0.330
H -1.2050 0.2708 4.3145 0.003 0.000 -0.005 0.442
H 1.8425 -0.1625 4.3907 0.024 0.006 -0.006 0.598
H 1.4089 1.2686 3.4484 -0.018 0.005 0.007 0.453
H 2.5277 0.0887 2.7602 0.006 0.009 -0.010 0.316
H 1.9862 -2.3559 4.2407 -0.009 -0.014 -0.020 0.339
H 2.6847 -4.6998 4.0805 -0.026 0.014 -0.028 0.434
H 1.8964 -6.1022 2.1966 -0.012 0.027 0.001 0.442
H 0.4184 -5.1558 0.4934 0.002 0.016 0.023 0.260
H -2.4874 -3.9746 1.0991 -0.049 -0.017 0.021 0.490
H -3.2439 -2.6603 0.1648 0.015 -0.001 -0.001 0.421
H -2.6314 -2.3468 1.7930 0.004 0.001 -0.003 0.196
H -1.0164 -4.6399 -0.9959 -0.018 -0.001 -0.018 0.544
H 0.1746 -3.5725 -1.7764 0.012 -0.003 0.016 0.283
H -1.5594 -3.2719 -1.9709 0.010 0.000 -0.008 0.431
C -5.5774 1.5927 0.4222 0.030 -0.022 -0.003 -0.637
C -4.6913 0.4920 0.4486 -0.045 0.044 -0.001 -0.762
C -3.3503 0.6993 0.2914 0.038 0.077 -0.004 0.349
C -2.8026 1.9973 0.0941 0.010 -0.044 0.080 0.080
C -1.3904 2.1838 -0.0713 -0.109 0.473 0.118 0.751
C -0.9605 3.4814 -0.2534 -0.012 0.136 0.026 0.219
C -1.8400 4.5934 -0.2578 -0.005 -0.067 -0.037 -1.080
C -3.1804 4.4004 -0.0954 -0.018 -0.026 0.015 -0.778
C -3.7006 3.0912 0.0810 -0.072 0.047 -0.035 0.848
C -5.0898 2.8570 0.2462 0.009 0.001 0.000 -0.819
H -6.6399 1.4285 0.5478 0.022 0.009 -0.003 0.395
H -5.0799 -0.5082 0.6014 -0.001 0.025 -0.002 0.397
H -2.6810 -0.1598 0.3384 0.024 -0.041 0.002 -0.195
H 0.0986 3.6926 -0.3959 -0.027 0.005 0.009 0.463
H -1.4444 5.5936 -0.3914 -0.019 -0.031 -0.003 0.413
H -3.8660 5.2408 -0.0954 0.019 -0.031 -0.003 0.383
H -5.7648 3.7061 0.2323 0.019 -0.036 0.001 0.395
C -0.0333 0.1408 -6.9585 -0.005 -0.006 0.043 -1.434
C -0.0501 0.1675 -5.4587 0.011 0.010 -0.066 1.020
C -1.1405 -0.3004 -4.7316 -0.032 0.000 -0.043 -0.941
C -1.1230 -0.2303 -3.3543 0.004 0.115 0.011 -0.576
N -0.0881 0.2654 -2.6665 0.046 -0.136 0.361 0.215
C 0.9689 0.7149 -3.3592 -0.013 -0.007 -0.002 -0.385
C 1.0224 0.6857 -4.7357 0.005 0.008 -0.072 -0.816
H -0.8095 -0.5104 -7.3562 0.012 0.007 0.014 0.364
H 0.9338 -0.1960 -7.3307 -0.002 0.002 0.003 0.381
H -0.2022 1.1458 -7.3506 0.002 -0.007 0.015 0.306
H -2.0066 -0.7092 -5.2353 0.011 0.003 0.002 0.393
H -1.9777 -0.5614 -2.7751 -0.008 -0.021 0.024 0.527
H 1.7996 1.1028 -2.7792 0.004 -0.017 0.022 0.344
H 1.9002 1.0639 -5.2446 -0.022 -0.007 0.022 0.470
C 3.9650 -3.5538 -0.3711 0.008 0.018 0.024 -0.775
C 4.4488 -2.6376 0.5598 -0.002 0.026 0.006 -0.805
C 3.9082 -1.3665 0.6524 -0.021 -0.096 0.126 0.150
C 2.8542 -0.9779 -0.1818 0.013 0.265 -0.131 -0.363
C 2.4001 -1.8925 -1.1339 -0.013 -0.043 -0.038 -0.540
C 2.9422 -3.1709 -1.2203 -0.019 0.024 0.005 -0.689
N 2.2203 0.2783 -0.0702 0.353 0.233 -0.008 1.688
C 3.0059 1.4390 0.0743 -0.047 -0.212 0.026 0.113
C 2.4579 2.5392 0.7385 -0.026 0.078 0.027 -0.409
C 3.1366 3.7488 0.8169 -0.048 -0.056 0.006 -1.158
C 4.3997 3.8738 0.2621 0.035 -0.047 -0.027 -0.637
C 4.9651 2.7773 -0.3817 -0.027 -0.012 -0.005 -0.703
C 4.2800 1.5756 -0.4839 0.093 0.097 -0.064 -0.364
H 4.3988 -4.5427 -0.4453 -0.008 0.025 0.015 0.441
H 5.2616 -2.9182 1.2194 -0.023 0.009 -0.021 0.406
H 4.3008 -0.6615 1.3761 0.005 -0.008 -0.019 0.423
H 1.6513 -1.5739 -1.8525 -0.020 -0.020 -0.016 0.502
H 2.5810 -3.8604 -1.9752 0.010 0.019 0.004 0.477
H 1.4886 2.4464 1.2251 -0.031 0.012 0.028 0.663
H 2.6815 4.5852 1.3330 0.001 -0.016 -0.007 0.445
H 4.9420 4.8073 0.3363 -0.015 -0.030 -0.011 0.413
H 5.9523 2.8621 -0.8200 -0.025 -0.007 0.014 0.405
H 4.7263 0.7387 -1.0071 0.007 0.009 0.017 0.473
```
Forces are in eV/Å.


# 3
Here is 2 unconnected molecules or ions with the total composition C4H10N2S2 in a non-equilibrium geometry from the OMol25 dataset. Energies are from the ωB97M-V functional and the def2-TZVPD basis.

## Properties
Calculated total energy (Ha): -1064.1143
Lowest unoccupied orbital energy (alpha / beta) (Eh): -0.005 / 0.009
HOMO level (alpha / beta) (eV): -7.111 / -7.284
Energy relative to the best compared isomer or geometry (same formula, charge and spin) (kcal per mole): 114.8
Gap between HOMO and LUMO (alpha / beta) (eV): 6.967 / 7.527

The geometry in XYZ format:
```
18
Properties=species:S:1:pos:R:3:forces:R:3:mulliken_charge:R:1
C -2.2283 0.0048 0.5800 0.620 0.437 -0.332 0.109
C 0.3405 0.8284 1.5981 -0.584 1.517 1.346 -0.859
C 0.2289 -1.3818 -1.2976 0.430 1.998 -0.201 -0.738
C 0.7038 1.0659 -1.1787 0.117 -0.619 -0.089 -0.890
N 0.0875 -0.3132 0.7671 -0.095 0.206 0.493 -0.425
N 0.6078 -0.1693 -0.4381 -1.226 -3.015 -1.184 0.367
S -2.7207 1.5297 0.6046 0.158 -0.043 0.183 -0.265
S -3.1185 -1.3264 -0.0148 1.133 -0.686 0.502 -0.160
H -0.0191 0.7482 2.6393 -0.077 -0.967 -0.504 0.276
H 1.4041 1.1459 1.7567 -0.709 -0.365 -0.946 0.331
H -0.3238 1.6651 1.2626 0.781 0.016 -0.004 0.285
H -0.1678 -1.0222 -2.2488 0.745 0.250 -0.341 0.333
H 1.0802 -2.0281 -1.4313 0.115 -0.264 -0.043 0.293
H -0.6575 -1.8816 -0.9772 -0.129 -0.491 1.285 0.197
H 0.5932 1.8278 -0.4811 -0.791 1.624 0.927 0.389
H 1.7099 1.2504 -1.5167 0.375 -0.437 -0.779 0.317
H -0.0544 1.0725 -1.9651 0.220 0.366 0.000 0.308
H -4.2287 -0.6825 -0.2589 -1.085 0.473 -0.317 0.132
```
Forces are in eV/Å.


# 4
Here is 7 unconnected molecules or ions with the total composition C21H59O18PS7 from the OMol25 dataset. Energies are from the ωB97M-V functional and the def2-TZVPD basis.

## Properties
Calculated total energy (Ha): -5318.3378
Lowest unoccupied orbital energy (Eh): 0.015
HOMO level (eV): -7.774
SMILES string: CCOS(C)(=O)=O.CCOS(C)(=O)=O.CCOS(C)(=O)=O.CCOS(C)(=O)=O.CCOS(C)(=O)=O.CCOS(C)(=O)=O.[PH4]CCCS
Gap between HOMO and LUMO (eV): 8.171

The geometry in XYZ format:
```
106
Properties=species:S:1:pos:R:3:forces:R:3:mulliken_charge:R:1
C -1.6103 -2.4074 -3.3118 0.206 -0.179 0.140 -1.278
C -2.1978 -1.7211 -2.0996 -0.265 0.139 -0.538 -0.264
O -1.5871 -2.1566 -0.8585 0.200 0.051 0.256 0.011
S -0.1470 -1.5760 -0.5088 -0.332 -0.277 0.166 1.186
C -0.0924 -2.0567 1.1823 -0.026 -0.172 -0.090 -1.083
O -0.2030 -0.1431 -0.6043 0.094 0.114 -0.062 -0.565
O 0.8528 -2.2929 -1.2338 0.143 0.116 -0.083 -0.638
H -0.5762 -2.1106 -3.4707 -0.001 0.043 -0.040 0.282
H -2.1765 -2.1358 -4.1996 -0.055 0.039 0.004 0.446
H -1.6330 -3.4908 -3.1916 -0.106 0.001 0.032 0.318
H -2.1093 -0.6358 -2.1773 0.074 -0.003 0.093 0.229
H -3.2549 -1.9592 -1.9952 0.031 -0.097 0.173 0.385
H -0.8661 -1.5351 1.7326 0.003 0.045 0.075 0.343
H 0.8854 -1.7653 1.5508 0.057 0.029 0.004 0.331
H -0.2205 -3.1340 1.2504 -0.008 -0.006 -0.093 0.364
C 2.8078 2.2208 -2.9878 0.137 0.213 0.001 -0.559
C 3.9306 1.2069 -3.0648 -0.409 -0.111 0.296 -0.482
O 4.9550 1.6098 -3.9999 0.184 0.056 -0.074 -0.255
S 5.9895 2.7270 -3.5337 -0.123 -0.340 -0.302 1.228
C 7.1601 2.4882 -4.8256 0.020 -0.015 -0.015 -0.971
O 6.5592 2.3338 -2.2825 -0.016 0.114 0.156 -0.642
O 5.3856 4.0149 -3.6752 0.039 0.131 0.108 -0.614
H 3.1487 3.1509 -2.5342 0.005 0.002 0.021 0.377
H 1.9862 1.8295 -2.3861 0.063 -0.099 0.040 0.118
H 2.4410 2.4573 -3.9872 0.039 -0.058 0.014 0.198
H 4.3747 1.0225 -2.0856 0.116 0.065 -0.045 0.329
H 3.5631 0.2551 -3.4428 0.099 0.004 -0.114 0.265
H 7.5784 1.4901 -4.7370 -0.003 -0.012 0.011 0.315
H 7.9334 3.2411 -4.6942 -0.008 0.024 0.032 0.381
H 6.6579 2.6228 -5.7793 -0.016 0.017 0.000 0.314
C 4.8209 -1.6925 8.1684 0.090 0.168 -0.093 -0.982
C 3.4530 -1.0422 8.1231 0.027 -0.521 0.008 -0.327
O 3.5239 0.4002 8.1843 0.004 0.163 -0.051 -0.305
S 3.9294 1.1696 6.8548 -0.125 0.058 0.381 1.134
C 3.4304 2.7783 7.3621 -0.038 0.008 0.006 -0.971
O 3.0842 0.7122 5.7919 0.020 -0.033 -0.176 -0.565
O 5.3478 1.1391 6.6991 0.071 -0.004 -0.148 -0.608
H 5.3921 -1.4812 7.2657 -0.016 -0.006 -0.011 0.290
H 4.7126 -2.7731 8.2602 -0.056 -0.008 0.025 0.389
H 5.3929 -1.3211 9.0181 -0.024 -0.036 0.044 0.269
H 2.8957 -1.3402 7.2342 0.011 0.120 -0.039 0.307
H 2.8650 -1.3279 8.9924 -0.023 0.156 0.046 0.274
H 2.3556 2.7784 7.5187 -0.008 -0.010 0.003 0.316
H 3.7020 3.4608 6.5600 0.026 -0.023 -0.030 0.369
H 3.9624 3.0347 8.2737 0.022 -0.004 0.004 0.354
C -4.8599 -3.8484 0.6335 -0.021 0.070 -0.210 -0.268
C -5.0122 -5.3418 0.4364 0.362 0.189 0.390 -0.694
O -5.9962 -5.6622 -0.5726 -0.070 -0.043 -0.198 -0.260
S -5.5492 -5.5058 -2.0913 -0.292 -0.167 0.274 1.299
C -6.8878 -6.3945 -2.8083 -0.019 -0.019 0.002 -1.031
O -4.3278 -6.2253 -2.2853 0.150 0.065 -0.081 -0.660
O -5.6359 -4.1315 -2.4745 0.115 0.086 -0.119 -0.582
H -4.4292 -3.3800 -0.2508 0.019 0.006 0.016 -0.241
H -4.2041 -3.6439 1.4805 -0.029 -0.057 0.054 0.451
H -5.8243 -3.3771 0.8153 0.007 0.002 0.070 0.301
H -4.0637 -5.8134 0.1753 -0.048 -0.025 -0.102 0.379
H -5.3764 -5.8136 1.3466 -0.147 -0.069 -0.087 0.298
H -6.8384 -7.4273 -2.4766 0.008 -0.007 0.011 0.327
H -6.7669 -6.3321 -3.8871 0.034 0.025 -0.009 0.377
H -7.8188 -5.9255 -2.5034 -0.001 0.022 0.004 0.323
C 0.8601 0.4299 -8.8262 -0.164 0.097 0.074 -1.022
C 1.3635 0.0985 -7.4357 0.141 -0.305 -0.371 -0.367
O 0.9682 1.0823 -6.4554 -0.076 0.088 0.111 -0.183
S -0.5300 1.0220 -5.9215 0.343 0.242 0.166 1.083
C -0.3087 2.0602 -4.5186 -0.037 -0.057 0.011 -0.685
O -0.8057 -0.3148 -5.4904 -0.139 -0.081 -0.113 -0.549
O -1.3955 1.6655 -6.8587 -0.131 -0.068 -0.046 -0.625
H -0.2241 0.3491 -8.8861 0.000 -0.017 0.010 0.293
H 1.2957 -0.2584 -9.5504 0.051 -0.020 0.026 0.391
H 1.1327 1.4490 -9.0987 0.057 -0.009 -0.016 0.271
H 1.0310 -0.8889 -7.1128 -0.071 0.057 0.083 0.322
H 2.4511 0.1044 -7.4124 0.008 0.110 0.119 0.287
H 0.3821 1.5783 -3.8327 -0.104 -0.008 -0.056 -0.071
H -1.2856 2.1786 -4.0557 -0.042 -0.018 -0.036 0.456
H 0.0711 3.0216 -4.8531 -0.002 0.015 -0.010 0.388
C -6.6208 1.1238 4.3169 0.137 -0.146 -0.013 -0.977
C -6.3521 1.6088 2.9062 -0.463 0.076 0.186 -0.363
O -4.9863 1.3879 2.4963 0.188 -0.082 -0.081 -0.273
S -4.5847 -0.0895 2.0586 0.142 0.361 -0.033 1.250
C -3.0643 0.2863 1.2671 0.014 0.168 0.034 -0.032
O -5.5251 -0.5489 1.0826 -0.153 -0.164 0.054 -0.672
O -4.3281 -0.8699 3.2300 -0.045 -0.186 -0.012 -0.650
H -6.5643 0.0383 4.3812 -0.009 0.000 -0.016 0.292
H -7.6172 1.4346 4.6312 -0.011 0.049 -0.035 0.396
H -5.8871 1.5360 5.0090 -0.024 0.054 0.008 0.251
H -7.0267 1.1432 2.1864 0.097 -0.058 -0.043 0.335
H -6.4918 2.6857 2.8406 0.147 0.023 -0.055 0.284
H -3.2614 0.9044 0.3963 0.000 0.001 -0.014 0.404
H -2.6361 -0.6637 0.9644 -0.057 -0.063 -0.083 -0.453
H -2.4073 0.7936 1.9695 0.002 -0.025 0.022 0.159
P 4.1127 2.7914 1.6723 -0.315 -0.094 -0.402 0.352
C 2.5995 3.9760 1.6066 0.214 -0.123 0.355 -1.165
C 1.4002 3.6166 2.4717 0.085 -0.030 -0.610 -0.692
C 0.6955 2.3306 2.0473 -0.136 0.246 0.649 -0.177
S 1.3481 0.7598 2.6682 0.221 -0.533 -0.326 -0.026
H 4.9660 3.8873 1.3458 0.028 -0.095 -0.021 0.028
H 3.8515 2.4579 3.0263 0.046 0.146 0.159 -0.180
H 3.5343 2.0002 0.6316 0.136 0.021 0.035 -0.033
H 5.2602 1.8956 1.6809 0.106 -0.006 0.075 0.033
H 2.2910 4.0525 0.5666 -0.027 -0.026 -0.325 0.387
H 2.9644 4.9617 1.8888 0.094 0.240 0.134 0.550
H 0.6565 4.4015 2.3547 -0.135 0.248 0.142 0.380
H 1.6812 3.6111 3.5218 -0.005 -0.195 0.261 0.273
H -0.3454 2.3862 2.3411 -0.254 -0.002 0.101 0.310
H 0.7037 2.2483 0.9672 0.085 -0.170 -0.261 0.116
H 1.8156 1.0523 3.8878 -0.133 0.396 0.017 -0.124
```
Forces are in eV/Å.


Please write out number 3 again, unchanged.
Here is 2 unconnected molecules or ions with the total composition C4H10N2S2 in a non-equilibrium geometry from the OMol25 dataset. Energies are from the ωB97M-V functional and the def2-TZVPD basis.

## Properties
Calculated total energy (Ha): -1064.1143
Lowest unoccupied orbital energy (alpha / beta) (Eh): -0.005 / 0.009
HOMO level (alpha / beta) (eV): -7.111 / -7.284
Energy relative to the best compared isomer or geometry (same formula, charge and spin) (kcal per mole): 114.8
Gap between HOMO and LUMO (alpha / beta) (eV): 6.967 / 7.527

The geometry in XYZ format:
```
18
Properties=species:S:1:pos:R:3:forces:R:3:mulliken_charge:R:1
C -2.2283 0.0048 0.5800 0.620 0.437 -0.332 0.109
C 0.3405 0.8284 1.5981 -0.584 1.517 1.346 -0.859
C 0.2289 -1.3818 -1.2976 0.430 1.998 -0.201 -0.738
C 0.7038 1.0659 -1.1787 0.117 -0.619 -0.089 -0.890
N 0.0875 -0.3132 0.7671 -0.095 0.206 0.493 -0.425
N 0.6078 -0.1693 -0.4381 -1.226 -3.015 -1.184 0.367
S -2.7207 1.5297 0.6046 0.158 -0.043 0.183 -0.265
S -3.1185 -1.3264 -0.0148 1.133 -0.686 0.502 -0.160
H -0.0191 0.7482 2.6393 -0.077 -0.967 -0.504 0.276
H 1.4041 1.1459 1.7567 -0.709 -0.365 -0.946 0.331
H -0.3238 1.6651 1.2626 0.781 0.016 -0.004 0.285
H -0.1678 -1.0222 -2.2488 0.745 0.250 -0.341 0.333
H 1.0802 -2.0281 -1.4313 0.115 -0.264 -0.043 0.293
H -0.6575 -1.8816 -0.9772 -0.129 -0.491 1.285 0.197
H 0.5932 1.8278 -0.4811 -0.791 1.624 0.927 0.389
H 1.7099 1.2504 -1.5167 0.375 -0.437 -0.779 0.317
H -0.0544 1.0725 -1.9651 0.220 0.366 0.000 0.308
H -4.2287 -0.6825 -0.2589 -1.085 0.473 -0.317 0.132
```
Forces are in eV/Å.